An isolated molecule of C5H8O2, computed with ωB97M-V/def2-TZVPD.

CARTESIAN COORDINATES (ANGSTROEM)
C: -0.771 -0.088 1.466
C: -0.291 0.443 0.333
C: -0.122 1.915 0.118
C: 0.064 -0.422 -0.789
O: -0.264 0.073 -2.033
C: 0.589 -1.652 -0.633
O: 1.173 -2.171 0.484
H: -1.090 -1.112 1.560
H: -0.957 0.531 2.330
H: 0.905 2.142 -0.167
H: -0.766 2.236 -0.699
H: -0.368 2.470 1.020
H: 0.047 -0.534 -2.713
H: 0.766 -2.296 -1.486
H: 1.087 -1.536 1.208

Properties
**Highest occupied orbital energy**: -7.9 eV
**Electronic energy**: -9408.193 eV
**SMILES**: C=C(C)/C(O)=C\O
**Molecular weight**: 100.12 g mol⁻¹
**F_max**: 0.0247 hartree/bohr



A cluster of 2 separate species, CH8N2S in total, computed with ωB97M-V/def2-TZVPD.

CARTESIAN COORDINATES (ANGSTROEM)
N: -1.136 1.167 0.972
C: -1.395 0.434 -0.291
N: -1.553 -1.028 -0.266
H: -0.267 1.661 0.781
H: -0.792 0.447 1.607
H: -0.568 0.546 -0.986
H: -2.283 0.701 -0.857
H: -2.186 -1.418 0.417
H: -0.698 -1.565 -0.264
S: 1.845 -0.256 -0.185
H: 2.638 0.596 0.538
H: 1.816 -0.692 -1.462

Properties
**Highest occupied orbital energy**: -9.2 eV
**Electronic energy**: -14980.284 eV
**SMILES**: NCN.S
**Molecular weight**: 80.16 g mol⁻¹
**F_max**: 0.0642 hartree/bohr



A structure of composition C35H58MgN3OP2, computed with ωB97M-V/def2-TZVPD.

CARTESIAN COORDINATES (ANGSTROEM)
C: -2.219 0.831 -1.449
C: 0.008 1.645 -1.711
C: -2.687 1.687 -2.435
C: -0.501 2.685 -2.527
C: -1.827 2.663 -2.949
H: -3.723 1.601 -2.758
H: 0.185 3.475 -2.881
H: -2.174 3.360 -3.704
N: -0.913 0.760 -1.117
P: -2.668 -0.521 0.992
P: 2.220 0.053 -1.064
C: -3.252 -0.054 -0.717
H: -4.233 0.460 -0.680
H: -3.449 -0.991 -1.272
C: 0.009 -1.858 2.358
O: 0.236 -2.607 3.193
C: 1.423 1.585 -1.371
H: 2.037 2.464 -1.665
C: 3.801 0.261 0.041
C: 2.607 -0.310 -2.859
C: -3.146 0.993 2.053
C: -3.672 -2.049 1.416
C: 3.497 -0.154 1.496
H: 3.174 -1.202 1.558
H: 4.422 -0.052 2.086
H: 2.739 0.473 1.970
C: 4.912 -0.665 -0.470
H: 4.576 -1.710 -0.503
H: 5.285 -0.376 -1.456
H: 5.761 -0.615 0.229
C: 4.233 1.723 0.021
H: 5.188 1.814 0.568
H: 4.423 2.091 -0.996
H: 3.473 2.353 0.505
C: 3.102 -1.776 -2.926
H: 2.633 -2.405 -2.149
H: 2.829 -2.202 -3.903
H: 4.193 -1.838 -2.804
C: 1.323 -0.154 -3.699
H: 0.486 -0.759 -3.321
H: 0.998 0.892 -3.743
H: 1.540 -0.479 -4.727
C: 3.649 0.719 -3.343
H: 3.441 1.746 -2.985
H: 4.685 0.451 -3.052
H: 3.604 0.756 -4.448
C: -3.416 -2.384 2.897
H: -3.888 -3.354 3.116
H: -2.342 -2.475 3.115
H: -3.852 -1.644 3.582
C: -3.154 -3.203 0.539
H: -3.355 -3.030 -0.530
H: -2.079 -3.381 0.671
H: -3.681 -4.126 0.826
C: -5.168 -1.858 1.129
H: -5.345 -1.448 0.125
H: -5.648 -2.847 1.177
H: -5.668 -1.220 1.866
C: -2.855 2.280 1.267
H: -3.535 2.398 0.417
H: -3.009 3.139 1.937
H: -1.821 2.315 0.896
C: -2.249 0.964 3.316
H: -1.197 1.127 3.065
H: -2.563 1.782 3.976
H: -2.323 0.020 3.870
C: -4.621 0.983 2.460
H: -5.281 0.934 1.586
H: -4.859 0.175 3.162
H: -4.827 1.930 2.979
Mg: -0.153 -0.489 0.441
N: 0.539 1.289 1.468
C: 1.021 2.319 1.042
C: 1.264 3.819 1.194
C: 1.959 4.473 -0.001
C: -0.131 4.446 1.281
C: 2.104 3.937 2.478
H: 2.938 4.043 -0.231
H: 1.340 4.419 -0.906
H: 2.122 5.547 0.211
H: -0.732 3.950 2.054
H: -0.123 5.533 1.493
H: -0.639 4.290 0.309
H: 2.922 4.665 2.404
H: 1.435 4.157 3.323
H: 2.581 2.969 2.698
N: -0.103 -2.125 -1.039
C: 0.265 -3.502 -0.809
C: -0.525 -4.502 -1.374
C: -0.235 -5.842 -1.106
C: 0.845 -6.164 -0.275
C: 1.628 -5.159 0.297
C: 1.326 -3.808 0.044
H: -0.928 -2.042 -1.641
H: 0.658 -1.563 -1.485
H: -1.396 -4.229 -1.995
H: -0.868 -6.630 -1.541
H: 1.070 -7.218 -0.069
H: 2.454 -5.410 0.946
H: 1.867 -3.015 0.547

Properties
**Highest occupied orbital energy**: -8.9 eV
**Electronic energy**: -67772.923 eV
**Molecular weight**: 623.12 g mol⁻¹
**F_max**: 0.0916 hartree/bohr
**Charge**: +1



A cluster of 4 separate species, C19H49N3O7 in total, computed with ωB97M-V/def2-TZVPD.

CARTESIAN COORDINATES (ANGSTROEM)
C: 6.326 1.934 2.998
O: 5.199 1.588 2.162
C: 4.797 0.248 2.197
C: 3.309 -0.001 2.095
N: 2.524 -0.069 3.370
C: 2.572 1.199 4.054
C: 1.528 1.349 5.217
O: 0.273 1.346 4.547
C: -0.840 1.363 5.473
H: 7.202 1.419 2.604
H: 6.161 1.715 4.053
H: 6.485 3.012 2.977
H: 5.245 -0.282 3.037
H: 5.335 -0.293 1.419
H: 3.171 -0.952 1.581
H: 2.888 0.763 1.441
H: 1.590 -0.208 3.011
H: 2.361 1.991 3.335
H: 3.593 1.452 4.340
H: 1.564 2.298 5.753
H: 1.606 0.476 5.865
H: -1.797 1.409 4.952
H: -0.918 2.151 6.222
H: -0.903 0.463 6.083
C: -3.320 -0.684 -7.992
O: -3.975 -0.435 -6.782
C: -4.960 -1.397 -6.393
C: -5.350 -1.102 -4.913
N: -4.175 -0.965 -4.002
C: -3.490 -2.221 -3.819
C: -2.084 -1.971 -3.284
O: -1.245 -1.205 -4.162
C: -0.682 -2.003 -5.169
H: -2.864 -1.670 -8.088
H: -2.580 0.102 -8.148
H: -4.011 -0.638 -8.834
H: -4.489 -2.380 -6.391
H: -5.789 -1.510 -7.091
H: -6.051 -1.741 -4.376
H: -5.697 -0.071 -4.836
H: -3.490 -0.445 -4.533
H: -3.301 -2.779 -4.736
H: -4.037 -2.826 -3.097
H: -1.570 -2.880 -2.972
H: -2.176 -1.396 -2.362
H: 0.008 -1.367 -5.724
H: -1.463 -2.270 -5.881
H: -0.155 -2.899 -4.843
C: 0.294 5.240 2.766
O: -0.291 3.985 2.337
C: 0.303 3.459 1.191
C: -0.334 2.086 0.799
N: 0.047 0.992 1.652
C: -0.874 -0.179 1.527
C: -0.553 -1.449 2.378
O: 0.553 -2.040 1.746
C: 0.948 -3.189 2.433
H: 1.320 5.067 3.092
H: -0.257 5.653 3.611
H: 0.330 5.947 1.938
H: 1.363 3.275 1.366
H: 0.275 4.225 0.416
H: 0.028 1.907 -0.214
H: -1.409 2.268 0.809
H: 0.064 1.255 2.627
H: -1.002 -0.549 0.509
H: -1.876 0.094 1.855
H: -1.366 -2.171 2.458
H: -0.352 -1.184 3.416
H: 1.491 -2.989 3.356
H: 1.716 -3.674 1.831
H: 0.130 -3.873 2.659
C: 1.089 -1.945 -1.510
O: 2.035 -2.129 -0.475
H: 1.578 -1.949 -2.484
H: 0.359 -2.754 -1.479
H: 0.476 -1.064 -1.318
H: 1.589 -1.937 0.353

Properties
**Highest occupied orbital energy**: -8.5 eV
**Electronic energy**: -39294.883 eV
**SMILES**: COCCNCCOC.COCCNCCOC.COCCNCCOC.CO
**Molecular weight**: 431.61 g mol⁻¹
**F_max**: 0.0421 hartree/bohr